[1]
This record from OMol25 describes a molecular structure, H8NaO4. The level of theory is ωB97M-V/def2-TZVPD.

Output
HOMO-LUMO gap, eV: 10.50
ΔE to the lowest compared entry with this formula, charge and spin, eV: 1.5340
Molecular weight, g mol⁻¹: 95.05
E_tot, a.u.: -467.86344

The geometry in ORCA input format:
```
! RIJCOSX wB97M-V def2-TZVPD def2/J DEFGRID3
* xyz 1 1
Na 2.62637 -12.38888 -6.92097
O 2.27538 -14.97361 -9.00649
H 2.19949 -15.08902 -9.95368
H 2.78489 -15.72882 -8.71276
O 2.60463 -14.26501 -3.76092
H 2.10964 -15.07886 -3.66687
H 3.18978 -14.25112 -3.00352
O -1.20392 -13.15460 -7.29477
H -1.53648 -12.44047 -7.83853
H -1.14956 -13.90323 -7.88875
O 3.50691 -9.96487 -9.14090
H 4.14367 -9.99650 -9.85488
H 3.04107 -9.13889 -9.27122
*
```

***

[2]
This record from OMol25 describes a single C7H8N2O4 molecule in a non-equilibrium geometry. The level of theory is ωB97M-V/def2-TZVPD.

Output
HOMO-LUMO gap, eV: 9.43
ΔE to the lowest compared entry with this formula, charge and spin, eV: 1.2210
Molecular weight, g mol⁻¹: 184.15
E_tot, a.u.: -681.98641
SMILES: O=C1C=C[C@@]2(O)C(=O)NC[C@H](O)N12

The geometry in ORCA input format:
```
! RIJCOSX wB97M-V def2-TZVPD def2/J DEFGRID3
* xyz 0 1
O -2.17672 -1.61649 -1.19453
C -1.15710 -1.60478 -0.52020
C -0.35392 -2.71772 -0.09880
C 0.77536 -2.28814 0.53612
C 0.80825 -0.78696 0.57184
O 1.19313 -0.08398 1.80119
C 1.63432 -0.17365 -0.54998
O 2.44627 -0.87285 -1.18801
N 1.31838 1.02494 -0.99001
C 0.23607 1.63706 -0.27009
C -1.09785 0.88079 -0.33084
O -1.92383 1.52297 0.59676
N -0.66393 -0.47509 0.03953
H -0.66242 -3.76479 -0.20773
H 1.71113 -2.78547 0.74574
H 1.45563 -0.76446 2.48585
H 1.50895 1.15411 -1.96111
H 0.04112 2.71120 -0.50684
H 0.49271 1.57496 0.78071
H -1.72224 0.80942 -1.24184
H -2.63527 0.86694 0.57786
*
```

***

[3]
This record from OMol25 describes a single C21H26N2O2 molecule. The level of theory is ωB97M-V/def2-TZVPD.

Output
HOMO-LUMO gap, eV: 9.22
ΔE to the lowest compared entry with this formula, charge and spin, eV: 1.6482
Molecular weight, g mol⁻¹: 338.45
E_tot, a.u.: -1075.82715
SMILES: CCOC(=O)N1CCN(CC(c2ccccc2)c2ccccc2)CC1

The geometry in ORCA input format:
```
! RIJCOSX wB97M-V def2-TZVPD def2/J DEFGRID3
* xyz 0 1
C 3.28958 0.89554 -5.88604
C 1.94845 0.17827 -5.95303
O 1.32221 0.10824 -4.67454
C 0.64426 1.21849 -4.29225
O 0.54457 2.22033 -4.96285
N 0.07621 1.05541 -3.07977
C 0.27536 -0.12728 -2.26710
C -0.76733 -0.13902 -1.14826
N -0.69368 1.02548 -0.27771
C -0.01160 0.80407 0.98417
C -0.96167 0.15500 2.00839
C -0.55621 0.40841 3.44292
C 0.76261 0.60377 3.83132
C 1.08575 0.78871 5.16515
C 0.09726 0.77521 6.13234
C -1.22053 0.57568 5.75705
C -1.54096 0.39347 4.42495
C -1.09437 -1.33944 1.82381
C -0.00811 -2.17985 2.03992
C -0.13173 -3.54779 1.87837
C -1.34666 -4.09796 1.50619
C -2.43728 -3.27106 1.30028
C -2.31131 -1.90242 1.46043
C -0.20819 2.21096 -0.97362
C -0.60061 2.16699 -2.44311
H 3.93944 0.41314 -5.15948
H 3.13598 1.93132 -5.59395
H 3.76584 0.87098 -6.86204
H 2.07316 -0.86231 -6.26128
H 1.28108 0.69676 -6.64913
H 1.28831 -0.13112 -1.84174
H 0.17094 -1.01678 -2.89226
H -1.76506 -0.16978 -1.60007
H -0.64603 -1.04313 -0.55199
H 0.27888 1.78247 1.37503
H 0.89831 0.19706 0.85892
H -1.94401 0.60925 1.84344
H 1.55229 0.61924 3.09539
H 2.11703 0.94262 5.44853
H 0.35157 0.91873 7.17203
H -2.00024 0.56257 6.50458
H -2.57082 0.23510 4.13785
H 0.94003 -1.76183 2.34526
H 0.72207 -4.18762 2.04813
H -1.44324 -5.16633 1.38183
H -3.38989 -3.69308 1.01497
H -3.16485 -1.26134 1.29263
H -0.65089 3.09172 -0.49764
H 0.88927 2.30441 -0.90997
H -0.29849 3.08065 -2.95896
H -1.68668 2.05806 -2.53708
*
```